The following is a quantum chemistry calculation of C27H25N3OOsS as an isolated structure, from OMol25.

The value obtained for the HOMO-LUMO gap (alpha / beta) is 6.93 / 3.72 eV. The value obtained for the LUMO energy (alpha / beta) is -0.245 / -0.374 Eh. As for the expectation value of S²: 6.10. Its multiplicity is 5. As for the total charge: +2.

```
58
Properties=species:S:1:pos:R:3:lowdin_charge:R:1
Os -0.992 0.366 -0.567 1.37
C 3.317 -3.801 1.492 -0.04
C 3.749 -2.346 1.357 -0.17
N 3.096 -1.681 0.217 -0.07
C 3.841 -1.716 -1.049 -0.21
C 4.742 -0.491 -1.192 -0.05
C 1.888 -1.121 0.309 -0.63
S 1.246 -0.305 -1.078 0.71
N 1.339 -1.238 1.544 0.19
C 0.026 -1.142 1.840 -0.38
O -0.926 -0.890 1.031 -0.22
C -0.293 -1.435 3.219 -0.07
C 0.733 -1.699 4.170 0.04
C 0.403 -1.982 5.472 -0.02
C -0.941 -2.005 5.849 0.04
C -1.968 -1.744 4.920 0.00
C -1.652 -1.465 3.619 0.04
H 3.853 -4.258 2.323 0.09
H 3.547 -4.369 0.591 0.09
H 2.247 -3.869 1.687 0.07
H 4.819 -2.278 1.167 0.13
H 3.518 -1.781 2.255 0.11
H 3.133 -1.777 -1.872 0.09
H 4.431 -2.630 -1.036 0.13
H 4.154 0.426 -1.210 0.07
H 5.289 -0.569 -2.130 0.10
H 5.464 -0.436 -0.378 0.09
H 1.763 -1.663 3.853 0.11
H 1.174 -2.180 6.202 0.13
H -1.203 -2.225 6.876 0.13
H -2.999 -1.768 5.242 0.13
H -2.423 -1.268 2.888 0.13
C -4.731 -1.642 -1.352 -0.05
C -5.265 -0.797 -2.319 -0.03
C -4.598 0.365 -2.692 0.00
C -3.392 0.686 -2.088 -0.19
C -2.848 -0.160 -1.101 -0.28
C -3.522 -1.330 -0.750 -0.09
C -2.602 1.881 -2.417 -0.19
C -3.062 2.896 -3.262 0.03
C -2.286 3.996 -3.480 0.05
C -1.030 4.120 -2.850 -0.14
C -0.217 5.261 -3.034 0.00
C 0.984 5.366 -2.397 -0.04
C 1.411 4.325 -1.547 -0.04
C 0.644 3.207 -1.355 -0.05
C -0.594 3.077 -2.009 -0.19
N -1.392 1.955 -1.825 -0.06
H -5.257 -2.547 -1.078 0.12
H -6.204 -1.047 -2.793 0.12
H -5.029 0.995 -3.458 0.12
H -3.104 -1.994 -0.003 0.10
H -4.033 2.808 -3.724 0.12
H -2.634 4.793 -4.125 0.14
H -0.570 6.049 -3.687 0.13
H 1.605 6.240 -2.535 0.12
H 2.360 4.413 -1.035 0.12
H 0.992 2.425 -0.697 0.04
```

The following is a quantum chemistry calculation of a single C4H11NOS molecule, from OMol25.

The value obtained for the HOMO-LUMO gap is 9.16 eV. The value obtained for the LUMO energy is 0.035 Eh.

```
18
Properties=species:S:1:pos:R:3:nbo_charge:R:1
O -1.011 -2.933 -1.703 -0.72
C -0.305 -2.184 -0.745 0.14
N -0.924 -0.959 -0.261 -0.73
C 0.008 -0.197 0.582 -0.21
C -0.214 1.245 0.003 -0.42
C 0.579 2.184 0.882 -0.50
S 2.397 1.997 0.779 -0.04
H -1.835 -3.291 -1.464 0.47
H 0.599 -1.922 -1.306 0.16
H -0.084 -2.818 0.192 0.13
H -1.893 -0.402 -0.369 0.40
H 0.998 -0.573 0.438 0.20
H -0.158 -0.135 1.681 0.16
H 0.285 1.169 -1.013 0.21
H -1.283 1.296 -0.056 0.20
H 0.404 3.194 0.773 0.21
H 0.347 1.839 2.007 0.20
H 2.091 2.488 -0.421 0.12
```

The following is a quantum chemistry calculation of C19H34N3O3RuS as an isolated structure, from OMol25.

The value obtained for the HOMO-LUMO gap (alpha / beta) is 8.60 / 5.43 eV. The value obtained for the LUMO energy (alpha / beta) is -0.168 / -0.299 Eh. As for the expectation value of S²: 8.77. Its multiplicity is 6. As for the total charge: +2.

```
61
Properties=species:S:1:pos:R:3:nbo_charge:R:1
Ru 0.324 0.743 0.379 1.11
C -2.553 2.607 0.101 -0.25
O -1.138 2.746 0.276 -0.58
C -0.789 3.668 1.301 -0.10
C 0.690 3.876 1.210 -0.09
O 1.385 2.618 1.322 -0.59
C 2.014 2.344 2.583 -0.09
C 2.792 1.076 2.396 -0.10
O 1.898 -0.017 2.144 -0.58
C 1.549 -0.749 3.321 -0.25
H -2.999 3.578 -0.111 0.20
H -3.016 2.178 0.991 0.19
H -2.710 1.945 -0.743 0.20
H -1.086 3.276 2.277 0.18
H -1.300 4.620 1.146 0.21
H 1.033 4.567 1.979 0.21
H 0.941 4.279 0.234 0.22
H 1.259 2.233 3.365 0.19
H 2.685 3.161 2.853 0.21
H 3.417 0.875 3.267 0.21
H 3.425 1.175 1.520 0.22
H 2.427 -1.254 3.721 0.20
H 0.793 -1.478 3.037 0.20
H 1.125 -0.093 4.084 0.19
S 1.348 0.989 -1.760 -0.34
C 1.314 0.302 -3.350 0.39
N 0.419 0.721 -4.227 -0.55
C 0.439 0.362 -5.658 -0.22
C 1.852 -0.018 -6.059 -0.43
C 2.397 -1.061 -5.101 -0.22
N 2.227 -0.584 -3.714 -0.55
H -0.236 1.411 -3.903 0.43
H 0.096 1.225 -6.221 0.24
H -0.257 -0.457 -5.839 0.21
H 2.490 0.868 -6.037 0.23
H 1.856 -0.410 -7.074 0.26
H 3.457 -1.224 -5.270 0.24
H 1.884 -2.015 -5.225 0.21
H 2.916 -0.824 -3.023 0.43
C 0.653 -3.070 0.342 -0.46
N -0.773 -3.264 0.232 0.02
C -1.344 -4.445 0.845 -0.46
C -1.645 -2.162 -0.164 -0.26
C -2.004 -1.373 1.089 -0.11
C -3.103 -1.817 1.831 -0.20
C -3.466 -1.166 2.995 -0.21
C -2.711 -0.084 3.429 -0.20
C -1.622 0.350 2.679 -0.20
C -1.239 -0.265 1.481 -0.42
H 1.135 -3.473 -0.558 0.26
H 1.040 -3.607 1.206 0.25
H 0.878 -2.018 0.414 0.24
H -0.644 -5.276 0.764 0.25
H -2.290 -4.697 0.372 0.25
H -1.522 -4.238 1.903 0.27
H -2.529 -2.588 -0.634 0.24
H -1.119 -1.529 -0.867 0.23
H -3.699 -2.659 1.489 0.22
H -4.333 -1.496 3.556 0.24
H -2.978 0.425 4.349 0.23
H -1.051 1.194 3.055 0.18
```

We obtain electronic energy values of -1771.644113 -687.089944 -1626.772261 a.u. for the records listed above, in that order.